Entry 1:
{"formula": "C3H7NO", "method": "ωB97M-V with the def2-TZVPD basis set", "symbols": ["N", "H", "H", "C", "H", "C", "H", "O", "H", "C", "H", "H"], "xyz": [[0.435, -1.321, -0.129], [-0.872, 0.674, -1.118], [-1.744, -0.287, 1.000], [1.652, -1.205, -0.458], [-0.716, 0.813, 1.970], [-0.440, 0.990, -0.148], [2.350, -2.044, -0.532], [0.609, 1.597, -0.109], [-2.121, 1.445, 1.070], [-1.305, 0.713, 1.055], [0.166, -2.283, 0.072], [2.029, -0.201, -0.679]], "forces_ev_per_a": [[0.4, -0.2, -0.1], [0.0, 0.1, 0.1], [0.1, 0.2, -0.1], [-0.2, 0.0, 0.0], [-0.1, 0.0, -0.1], [0.1, 0.2, 0.0], [-0.1, 0.1, 0.0], [-0.4, -0.2, 0.0], [0.1, 0.0, 0.0], [0.0, 0.1, 0.1], [0.1, -0.1, -0.1], [-0.1, -0.2, 0.0]], "mulliken_charge": [-0.391, 0.344, 0.281, -0.283, 0.252, 0.251, 0.254, -0.546, 0.320, -0.923, 0.213, 0.228], "homo_ev": -9.334, "orbital_gap_ha": 0.3827, "charge": 0, "smiles": "CC=O.C=N", "lumo_energy_ev": 1.08, "mol_weight_g_mol": 73.095, "e_above_lowest_ev": 1.955}

***

Entry 2:
{"formula": "C4H4N2O2", "method": "ωB97M-V with the def2-TZVPD basis set", "symbols": ["O", "H", "C", "C", "N", "H", "C", "O", "H", "C", "H", "N"], "xyz": [[1.797, -1.029, -0.309], [-1.511, 1.430, 1.073], [0.759, -1.288, 0.259], [-0.444, -1.666, 0.525], [1.685, 0.965, -2.356], [-0.983, 0.558, -0.834], [0.970, 0.831, -1.501], [-0.732, 1.658, 1.496], [-0.848, -1.196, 1.494], [0.033, 0.738, -0.458], [-1.017, -2.393, -0.010], [0.291, 1.390, 0.621]], "forces_ev_per_a": [[-3.0, -1.8, 3.4], [-3.0, -0.7, -1.3], [5.0, -0.7, -4.0], [-1.5, 0.9, 3.5], [2.0, 0.5, -2.8], [0.1, -0.2, 0.5], [-1.0, -0.2, 1.7], [2.8, 0.1, 0.7], [0.4, -0.9, -1.6], [-2.4, 3.3, 0.3], [0.1, -0.3, -0.2], [0.6, 0.0, -0.1]], "mulliken_charge": [-0.428, 0.339, 0.757, -0.863, -0.399, 0.428, 0.275, -0.262, 0.275, -0.147, 0.336, -0.311], "homo_ev": -9.683, "orbital_gap_ha": 0.3575, "charge": 0, "smiles": "N#C/C=N/O.C=C=O", "lumo_energy_ev": 0.04, "mol_weight_g_mol": 112.088, "e_above_lowest_ev": 6.006}

***

Entry 3:
{"formula": "C3H8N2O", "method": "ωB97M-V with the def2-TZVPD basis set", "symbols": ["H", "H", "H", "N", "H", "C", "H", "H", "H", "C", "C", "H", "O", "N"], "xyz": [[-2.282, 1.175, -0.787], [1.332, 0.717, -0.971], [2.573, -0.429, -1.172], [0.219, -0.440, 0.957], [-0.009, 1.494, 0.287], [-1.649, 0.352, -0.501], [-2.280, -0.473, -0.162], [-1.171, 0.980, 1.489], [-0.059, -1.204, 1.529], [1.344, -0.866, 0.267], [-0.629, 0.662, 0.607], [-1.090, -0.032, -1.356], [1.723, -2.016, 0.347], [1.979, 0.081, -0.534]], "forces_ev_per_a": [[0.0, 0.4, 0.0], [0.2, 0.2, -0.2], [0.1, 0.3, -0.2], [1.4, -0.2, -0.5], [0.1, 0.2, 0.2], [0.7, -1.2, 0.4], [-0.1, 0.1, -0.1], [0.0, 0.2, 0.3], [-0.9, -0.2, 0.4], [-0.9, 0.3, -0.3], [-0.6, 0.4, -0.3], [-0.2, 0.1, -0.3], [0.5, 0.0, 0.3], [-0.3, -0.6, 0.3]], "mulliken_charge": [0.362, 0.250, 0.273, -0.144, 0.358, -0.896, 0.284, 0.330, 0.188, 0.544, -0.672, 0.255, -0.627, -0.505], "homo_ev": -9.522, "orbital_gap_ha": 0.3805, "charge": 0, "smiles": "CCNC(N)=O", "lumo_energy_ev": 0.83, "mol_weight_g_mol": 88.110, "e_above_lowest_ev": 0.173}

***

Entry 4:
{"formula": "C6H12NP", "method": "ωB97M-V with the def2-TZVPD basis set", "symbols": ["H", "H", "H", "C", "H", "C", "H", "C", "N", "C", "C", "H", "H", "H", "C", "H", "H", "H", "H", "P"], "xyz": [[0.864, -2.916, 3.317], [3.146, -2.969, 1.881], [-1.470, 1.179, 0.786], [-0.900, 0.851, -1.110], [0.248, 2.699, -1.605], [0.789, -1.266, 1.258], [3.438, -2.526, 3.460], [0.363, 1.768, -1.180], [3.126, -2.198, 2.512], [-0.474, -0.633, -0.956], [-1.983, 1.190, -0.140], [-2.463, 2.157, -0.334], [-2.604, 0.350, -0.178], [-1.272, -1.312, -0.966], [0.145, -1.006, 0.280], [-1.467, 0.844, -2.139], [0.206, -0.656, -1.923], [0.831, 2.056, -0.305], [1.175, 1.338, -1.672], [1.600, -1.616, 2.928]], "forces_ev_per_a": [[0.6, 1.5, -0.9], [0.0, -0.6, -0.4], [0.0, 0.3, 1.5], [-0.4, 0.1, -2.6], [-1.0, 2.0, -1.5], [1.1, -1.1, 2.7], [0.3, 0.3, -1.4], [-1.7, -1.5, 0.0], [0.6, -0.1, 1.7], [1.8, 1.7, -2.2], [1.3, 1.2, -0.1], [0.0, -0.4, 0.1], [-1.7, -0.8, 0.2], [-1.6, -0.7, -1.1], [1.4, 0.7, -0.1], [1.5, 0.2, 1.4], [-1.0, -1.2, 2.1], [0.3, 0.0, 2.8], [1.1, -1.2, -1.3], [-2.6, -0.2, -0.9]], "mulliken_charge": [0.026, 0.265, 0.379, 0.800, 0.474, -0.580, 0.269, -1.728, -0.570, -1.054, -1.516, 0.374, 0.393, 0.382, 0.760, 0.210, 0.275, 0.431, 0.451, -0.042], "homo_ev": -8.703, "orbital_gap_ha": 0.3486, "charge": 0, "smiles": "CC(C)CC#CPN", "lumo_energy_ev": 0.78, "mol_weight_g_mol": 129.143, "e_above_lowest_ev": 1.284}

***

Entry 5:
{"formula": "C3H3NO3", "method": "ωB97M-V with the def2-TZVPD basis set", "symbols": ["H", "O", "N", "H", "C", "C", "H", "C", "O", "O"], "xyz": [[0.816, -1.199, -2.067], [0.406, -0.920, -0.118], [0.270, -0.108, 0.926], [0.341, 1.485, -2.377], [-0.613, -0.383, 2.006], [0.642, -0.446, -1.290], [-1.653, -0.329, 1.687], [0.270, 1.010, -1.458], [-0.110, 1.537, -0.460], [-0.369, -0.648, 3.152]], "forces_ev_per_a": [[0.0, 0.4, 0.5], [-1.6, -1.9, 1.8], [1.8, 0.4, 1.8], [0.1, 0.8, -2.2], [-0.6, -2.0, -0.8], [0.1, 2.4, -1.9], [-0.5, 0.3, -0.3], [1.0, -3.7, 1.3], [-1.1, 2.7, 0.3], [0.9, 0.6, -0.5]], "mulliken_charge": [0.356, -0.050, -0.277, 0.419, 0.178, -0.176, 0.299, 0.083, -0.407, -0.426], "homo_ev": [-8.662, -9.069], "orbital_gap_ha": [0.2854, 0.2923], "charge": 0, "lumo_energy_ev": [-0.90, -1.12], "mol_weight_g_mol": 101.061, "e_above_lowest_ev": 6.833}

***

Entry 6:
{"formula": "C11H12O4S", "method": "ωB97M-V with the def2-TZVPD basis set", "symbols": ["H", "H", "H", "C", "S", "H", "H", "H", "C", "H", "C", "O", "H", "H", "C", "H", "C", "C", "O", "C", "C", "O", "C", "O", "C", "C", "H", "H"], "xyz": [[1.926, -1.946, -2.779], [1.450, 1.855, -0.775], [1.574, -0.235, -3.169], [-2.193, 0.192, -1.393], [-1.631, -1.468, -0.860], [0.410, -0.215, 4.251], [-2.737, 0.029, -2.320], [-2.028, -0.308, 3.840], [0.034, -0.441, 3.266], [0.659, 2.936, 0.411], [1.941, -0.920, -2.408], [-0.586, 1.630, -0.486], [-2.835, 0.604, -0.617], [0.445, 3.202, -1.350], [1.479, -1.174, -0.109], [-2.869, -0.875, 1.592], [0.913, -0.686, 2.229], [-1.807, -0.802, 1.773], [1.049, -0.794, -1.311], [-0.928, -1.032, 0.726], [-0.996, 1.076, -1.634], [2.594, -1.574, 0.116], [0.565, 2.457, -0.561], [-0.482, 1.274, -2.701], [0.447, -0.970, 0.948], [-1.332, -0.493, 3.035], [2.957, -0.664, -2.100], [1.981, -0.657, 2.386]], "forces_ev_per_a": [[0.0, 0.0, 0.0], [0.0, 0.0, 0.0], [0.0, -0.1, 0.1], [0.3, -0.3, 0.2], [-0.5, 0.0, 0.2], [0.0, 0.0, 0.1], [0.0, 0.1, 0.0], [-0.1, 0.0, 0.1], [0.0, 0.0, 0.0], [0.0, 0.0, 0.0], [0.4, 0.0, -0.2], [-0.3, -0.1, 0.2], [0.0, 0.0, -0.1], [0.0, 0.0, 0.1], [0.3, 0.0, -0.1], [-0.1, 0.0, 0.0], [0.1, -0.1, -0.2], [0.0, 0.0, 0.1], [0.0, 0.2, 0.2], [-0.1, -0.2, -0.4], [-0.3, 0.1, -0.1], [-0.1, 0.0, 0.0], [0.2, 0.2, -0.2], [0.1, 0.0, -0.2], [-0.1, 0.0, 0.2], [0.0, 0.0, 0.0], [-0.1, 0.0, -0.1], [0.1, 0.0, 0.0]], "mulliken_charge": [0.281, 0.230, 0.266, -0.671, -0.143, 0.414, 0.425, 0.402, -0.554, 0.226, -0.890, -0.265, 0.337, 0.324, 0.546, 0.481, -0.796, -0.411, 0.013, 0.359, 0.720, -0.608, -0.662, -0.606, 0.356, -0.607, 0.368, 0.466], "homo_ev": -8.808, "orbital_gap_ha": 0.3399, "charge": 0, "smiles": "COC(=O)CSc1ccccc1C(=O)OC", "lumo_energy_ev": 0.44, "mol_weight_g_mol": 240.280, "e_above_lowest_ev": 0.000}

***

Entry 7:
{"formula": "C26H26ClN3O3", "method": "ωB97M-V with the def2-TZVPD basis set", "symbols": ["C", "C", "H", "C", "C", "H", "C", "C", "N", "O", "H", "H", "H", "C", "H", "C", "C", "H", "H", "H", "H", "H", "H", "H", "H", "O", "C", "C", "O", "N", "C", "C", "C", "C", "H", "H", "H", "C", "Cl", "C", "C", "H", "H", "C", "C", "H", "C", "C", "H", "H", "H", "C", "H", "C", "H", "C", "C", "N", "H"], "xyz": [[0.883, 0.128, -3.519], [-0.571, 0.296, 1.384], [2.100, -0.566, 5.768], [-3.901, -2.230, 1.072], [4.170, 3.650, -1.218], [-4.610, -3.635, 2.580], [1.952, 0.868, -0.004], [-3.014, -4.267, 1.156], [1.768, 0.322, 1.131], [-4.066, 0.745, -0.954], [2.817, -1.694, 4.617], [-2.150, 2.244, 1.096], [4.187, 0.848, 1.418], [4.199, 1.636, 0.682], [-5.311, -0.787, 0.362], [-0.227, -2.383, 2.844], [-2.136, 1.668, 0.166], [6.117, 4.157, -0.488], [-2.163, 0.290, -2.094], [0.009, -3.051, 3.667], [2.224, 2.937, -1.742], [0.542, -1.263, 0.472], [0.254, -0.087, 4.164], [-2.083, 2.341, -0.691], [-1.136, -1.842, 3.091], [-1.204, 0.541, 2.395], [1.194, -0.512, 3.814], [5.280, 2.487, 0.561], [-2.967, -2.312, 0.100], [-0.940, 0.830, 0.184], [-0.501, 0.096, -3.403], [-1.089, 0.318, -2.175], [3.094, 1.777, -0.156], [3.086, 2.799, -1.104], [-2.790, -5.276, 1.435], [-0.413, -2.990, 1.959], [6.135, 2.367, 1.210], [0.672, -0.580, 1.332], [1.624, -0.159, -5.053], [-2.438, -3.545, 0.159], [1.088, 0.615, -1.172], [-5.217, -0.939, 2.141], [-1.113, -0.104, -4.268], [-0.308, 0.563, -1.043], [1.672, 0.392, -2.417], [-1.673, -3.783, -0.554], [0.924, -1.410, 2.603], [-4.640, -0.935, 1.215], [1.249, -2.048, 5.344], [4.155, 4.440, -1.955], [-3.049, 0.242, 1.976], [1.881, -1.254, 4.954], [1.835, -1.987, 2.401], [-3.412, 0.817, 0.066], [1.833, 0.309, 3.483], [-3.966, -3.406, 1.757], [5.270, 3.493, -0.392], [-3.710, 0.175, 1.208], [2.747, 0.416, -2.510]], "forces_ev_per_a": [[-0.1, 0.0, 0.2], [0.1, -0.2, 0.1], [0.0, 0.0, 0.1], [-0.5, -0.3, 0.7], [0.1, 0.1, 0.0], [-0.2, 0.0, 0.2], [-0.3, -0.3, 0.2], [0.3, 0.1, -0.5], [0.5, 0.4, -0.2], [-0.2, -0.1, -0.4], [0.1, -0.1, 0.0], [0.0, 0.0, -0.2], [0.0, -0.1, 0.1], [-0.1, 0.0, -0.1], [0.0, 0.0, 0.2], [0.2, 0.1, -0.1], [-0.2, 0.1, 0.0], [0.1, 0.1, 0.0], [-0.1, 0.0, 0.0], [0.0, -0.1, 0.1], [0.0, 0.0, -0.1], [0.0, 0.1, 0.1], [0.0, 0.0, 0.0], [-0.1, -0.1, 0.1], [-0.1, 0.0, 0.0], [0.0, 0.0, 0.3], [0.1, -0.1, 0.0], [0.0, 0.0, 0.0], [-0.1, 0.5, -0.2], [-0.3, 0.3, -0.1], [0.2, 0.1, 0.0], [0.1, 0.0, 0.1], [0.5, 0.4, -0.1], [0.0, -0.1, 0.1], [0.1, -0.2, 0.0], [-0.1, -0.1, 0.0], [0.1, 0.0, 0.0], [-0.1, -0.4, 0.2], [0.1, 0.0, -0.2], [0.0, -0.9, 0.3], [-0.4, -0.1, -0.1], [0.0, -0.1, -0.1], [0.0, 0.0, -0.1], [0.5, -0.1, -0.4], [-0.2, -0.1, -0.1], [0.1, 0.1, -0.1], [-0.4, 0.3, 0.0], [0.1, -0.1, -0.4], [0.0, -0.1, 0.1], [0.0, 0.1, 0.0], [0.0, 0.1, -0.2], [-0.1, 0.1, -0.2], [0.0, 0.1, -0.1], [0.3, 0.5, 0.2], [-0.1, 0.0, 0.1], [-0.1, 0.6, -0.2], [0.0, 0.1, 0.0], [-0.2, -0.2, 0.5], [0.1, 0.0, -0.1]], "mulliken_charge": [-0.048, 0.103, 0.410, 0.561, -0.880, 0.476, 0.254, -0.402, -0.408, -0.667, 0.324, 0.539, 0.459, -0.478, 0.336, -1.521, -1.211, 0.388, 0.546, 0.579, 0.465, 0.249, 0.196, 0.457, 0.202, -0.787, -0.441, -0.672, -0.136, 0.667, -1.147, -0.567, 0.293, -0.153, 0.450, 0.328, 0.404, 0.043, -0.225, -0.492, 0.952, 0.331, 0.479, 0.326, -0.948, 0.503, 0.076, -0.866, 0.319, 0.395, 0.329, -1.406, 0.640, 0.726, 0.392, -0.804, -0.385, -0.167, 0.615], "homo_ev": -8.703, "orbital_gap_ha": 0.3230, "charge": 0, "smiles": "CC[C@@H](C)[C@@H]1N=C(c2ccccc2)c2cc(Cl)ccc2N(CC(=O)NCc2ccco2)C1=O", "lumo_energy_ev": 0.09, "mol_weight_g_mol": 463.965}